This record from the Open Molecules 2025 dataset describes a single C7H8OS2 molecule in a non-equilibrium geometry. The level of theory is ωB97M-V with the def2-TZVPD basis set.

Cartesian coordinates (Å):
O: 3.019 2.135 0.749
S: -1.531 -1.627 -1.500
S: 0.446 -1.176 -1.153
C: 2.431 1.218 0.146
C: -1.223 0.113 0.524
C: -2.147 -0.696 -0.158
C: 1.016 1.107 0.411
C: 0.115 0.144 -0.008
C: 3.348 0.223 -0.643
C: -3.561 -0.921 0.338
H: -1.520 0.695 1.395
H: 0.674 1.860 1.082
H: 3.090 -0.828 -0.470
H: 3.221 0.372 -1.746
H: 4.370 0.319 -0.344
H: -4.245 -0.429 -0.332
H: -3.814 -1.993 0.344
H: -3.690 -0.513 1.366

Results
Energy above the lowest of the compared OMol25 structures with the same formula, charge and spin (kJ/mol): 0.00
SMILES string: CC(=O)/C=C1/C=C(C)SS1
HOMO-LUMO gap (eV): 7.6053